Entry 1:
Below is a structure of composition C20H46NdO4P4, with properties calculated with the ωB97M-V functional and the def2-TZVPD basis.

Results
Expectation value of S²: 3.878
Charge: +3
Multiplicity: 4
Kohn-Sham gap (alpha / beta), hartree: 0.0616 / 0.0681
E_LUMO (alpha / beta), eV: -12.22 / -12.05
Energy relative to the best compared isomer or geometry (same formula, charge and spin), eV: 13.327
HOMO energy (alpha / beta), eV: -13.9004 / -13.9006

Positions of all 75 atoms, in Å:
Nd 0.22 0.24 1.04
P 0.49 -1.64 -0.26
P 2.47 0.18 1.60
P -1.84 0.64 0.06
H 1.80 2.36 -0.05
C 0.74 2.17 0.16
C 0.27 2.35 1.53
H 0.98 2.65 2.29
C 1.14 -1.47 -2.00
C 1.62 -3.02 0.30
C -0.94 -2.76 -0.65
C 3.22 1.66 2.43
C 3.23 -1.10 2.71
C 3.65 0.09 0.17
C -2.64 2.29 0.32
C -3.33 -0.40 0.39
C -1.88 0.64 -1.79
H 0.12 2.53 -0.66
H -0.69 2.83 1.69
H 1.23 -2.45 -2.50
H 2.12 -0.99 -1.97
H 0.47 -0.83 -2.57
H 1.60 -3.84 -0.42
H 1.28 -3.38 1.27
H 2.65 -2.67 0.40
H -0.61 -3.62 -1.23
H -1.71 -2.23 -1.22
H -1.39 -3.11 0.29
H 4.29 1.50 2.58
H 2.74 1.82 3.40
H 3.08 2.56 1.82
H 4.32 -1.14 2.55
H 2.80 -2.08 2.52
H 3.05 -0.83 3.75
H 4.68 0.25 0.50
H 3.37 0.85 -0.56
H 3.58 -0.89 -0.31
H -3.57 2.33 -0.25
H -1.98 3.09 -0.01
H -2.86 2.44 1.38
H -4.17 -0.10 -0.25
H -3.64 -0.28 1.44
H -3.12 -1.46 0.23
H -2.85 0.97 -2.17
H -1.68 -0.36 -2.18
H -1.10 1.31 -2.16
C -0.81 0.24 -6.54
C -0.13 0.65 -7.69
C 0.05 2.01 -7.94
C -0.46 2.97 -7.06
C -1.14 2.55 -5.91
C -1.32 1.19 -5.65
O -1.01 -1.08 -6.23
H -0.61 -1.63 -6.93
H 0.27 -0.09 -8.38
H 0.58 2.32 -8.84
H -0.32 4.02 -7.26
H -1.53 3.28 -5.22
H -1.84 0.86 -4.76
C -0.71 -3.22 4.52
O 0.17 -2.40 3.80
P -0.68 -0.96 3.43
O 0.64 -0.20 4.20
C 0.52 -0.26 5.60
O -1.80 0.27 3.08
C -2.32 0.78 4.27
H -0.17 -4.15 4.80
H -1.58 -3.52 3.90
H -1.03 -2.74 5.47
H -0.53 -0.34 5.97
H 1.10 -1.12 5.99
H 0.93 0.67 6.03
H -2.71 -0.03 4.94
H -1.58 1.43 4.78
H -3.19 1.42 4.02

Entry 2:
Below is an isolated molecule of C4H6N2OS, with properties calculated with the ωB97M-V functional and the def2-TZVPD basis.

Results
Kohn-Sham gap, hartree: 0.3404
E_LUMO, eV: 0.13
Energy relative to the best compared isomer or geometry (same formula, charge and spin), eV: 4.417
HOMO energy, eV: -9.1345
Structure (SMILES): [H]/N=C(\N)C(=C)C(=O)S

Positions of all 14 atoms, in Å:
H 0.17 1.77 2.26
N 0.24 1.51 1.13
C -0.21 0.34 0.90
N -0.91 -0.71 1.62
C 0.07 -0.18 -0.50
C 0.36 -1.45 -0.68
C 0.56 0.57 -1.84
O 0.94 -0.05 -2.79
S 0.75 2.27 -1.69
H -1.39 -1.64 1.10
H -1.61 -0.36 2.23
H 0.46 -2.13 0.22
H 0.51 -2.01 -1.69
H 0.06 2.08 -0.28

Entry 3:
Below is a cluster of 7 separate species, C38H35F5N2 in total, with properties calculated with the ωB97M-V functional and the def2-TZVPD basis.

Results
Kohn-Sham gap, hartree: 0.3185
E_LUMO, eV: 0.43
Energy relative to the best compared isomer or geometry (same formula, charge and spin), eV: 0.000
HOMO energy, eV: -8.2320
Structure (SMILES): c1cc[nH]c1.c1cc[nH]c1.Fc1ccccc1.Fc1ccccc1.Fc1ccccc1.Fc1ccccc1.Fc1ccccc1

Positions of all 80 atoms, in Å:
C 0.75 -1.64 -0.53
C 0.02 -2.44 0.40
C -0.25 -1.65 1.49
N 0.27 -0.42 1.26
C 0.84 -0.34 0.01
H 1.04 -1.82 -1.56
H -0.37 -3.46 0.43
H -0.79 -1.80 2.42
H 0.23 0.32 1.95
H 1.23 0.62 -0.34
C 0.64 2.80 2.57
C 0.80 2.00 3.74
C -0.45 1.54 4.11
N -1.36 2.20 3.31
C -0.72 2.84 2.30
H 1.48 3.18 2.01
H 1.71 1.73 4.25
H -0.79 1.02 4.99
H -2.34 2.24 3.53
H -1.26 3.31 1.48
F -2.56 -0.48 -5.89
C -1.83 0.35 -5.17
C -1.54 0.00 -3.85
C -0.70 0.84 -3.11
C -0.23 1.99 -3.66
C -0.55 2.37 -4.97
C -1.44 1.54 -5.68
H -1.94 -0.92 -3.46
H -0.42 0.57 -2.11
H 0.52 2.58 -3.17
H -0.15 3.25 -5.46
H -1.74 1.85 -6.67
F -5.23 -3.43 0.50
C -4.43 -3.47 1.59
C -4.23 -2.33 2.30
C -3.37 -2.33 3.41
C -2.83 -3.52 3.81
C -3.05 -4.69 3.13
C -3.85 -4.67 1.97
H -4.65 -1.38 1.98
H -3.26 -1.44 4.00
H -2.18 -3.50 4.67
H -2.63 -5.62 3.49
H -3.96 -5.58 1.39
F 3.26 2.05 0.02
C 3.46 1.99 -1.32
C 4.14 0.84 -1.81
C 4.36 0.86 -3.20
C 3.98 1.90 -4.03
C 3.27 2.97 -3.50
C 3.01 3.02 -2.11
H 4.46 0.03 -1.17
H 4.98 0.09 -3.66
H 4.19 1.87 -5.10
H 3.01 3.81 -4.12
H 2.52 3.90 -1.74
F 6.98 0.51 3.30
C 5.86 -0.11 2.92
C 4.73 0.64 2.55
C 3.59 -0.07 2.15
C 3.53 -1.45 2.19
C 4.68 -2.13 2.65
C 5.86 -1.51 2.96
H 4.82 1.71 2.49
H 2.72 0.51 1.86
H 2.62 -1.98 1.93
H 4.62 -3.21 2.57
H 6.73 -2.10 3.22
F -5.82 -0.11 -3.08
C -4.83 0.12 -2.18
C -4.31 -0.97 -1.52
C -3.28 -0.76 -0.60
C -2.79 0.50 -0.40
C -3.31 1.59 -1.08
C -4.34 1.38 -2.01
H -4.62 -1.97 -1.71
H -2.90 -1.60 -0.05
H -1.97 0.67 0.26
H -2.86 2.57 -0.98
H -4.77 2.21 -2.56

Entry 4:
Below is a structure of composition C35H56N5OS2SiTi, with properties calculated with the ωB97M-V functional and the def2-TZVPD basis.

Results
Charge: +1
Kohn-Sham gap, hartree: 0.2569
E_LUMO, eV: -3.32
Energy relative to the best compared isomer or geometry (same formula, charge and spin), eV: 0.651
HOMO energy, eV: -10.3120

Positions of all 101 atoms, in Å:
Ti -0.23 -0.02 -0.12
O -0.01 0.24 1.72
N 0.84 -0.40 2.53
C 0.95 0.03 3.80
C 1.84 -0.58 4.64
C 2.63 -1.63 4.13
C 2.49 -2.04 2.83
C 1.55 -1.42 1.99
S 1.21 -1.92 0.38
H 0.30 0.85 4.05
H 1.92 -0.24 5.66
H 3.35 -2.11 4.77
H 3.08 -2.85 2.43
C 3.08 3.28 2.25
C 2.96 1.83 1.78
C 4.01 1.36 0.81
C 5.35 1.48 1.19
C 6.37 1.00 0.39
C 6.06 0.34 -0.78
C 4.74 0.18 -1.20
C 4.50 -0.69 -2.41
C 5.03 -0.09 -3.72
C 3.72 0.76 -0.42
N 2.36 0.65 -0.86
C 2.13 1.00 -2.06
C 0.86 0.83 -2.70
C 0.56 1.18 -4.00
C -0.77 0.79 -4.23
C -1.22 0.22 -3.07
N -0.25 0.23 -2.09
H 2.71 3.39 3.26
H 2.50 3.95 1.61
H 4.11 3.63 2.24
H 1.97 1.68 1.34
H 3.03 1.18 2.66
H 5.58 1.95 2.13
H 7.40 1.10 0.70
H 6.85 -0.10 -1.38
H 3.45 -0.95 -2.52
H 5.02 -1.64 -2.23
H 4.51 0.84 -3.97
H 4.89 -0.78 -4.55
H 6.09 0.15 -3.64
H 2.91 1.45 -2.69
H 1.25 1.63 -4.69
H -1.33 0.88 -5.14
H -2.17 -0.22 -2.88
C 2.34 4.19 -1.04
N 1.13 4.11 -1.83
C -0.02 3.53 -1.45
S -0.13 2.72 0.06
N -1.04 3.67 -2.29
C -2.43 3.37 -2.03
H 3.20 4.17 -1.71
H 2.40 3.34 -0.37
H 2.36 5.11 -0.45
H 1.08 4.73 -2.62
H -0.86 4.16 -3.15
H -2.53 3.04 -1.00
H -2.77 2.58 -2.70
H -3.03 4.26 -2.19
C -3.82 -2.96 2.56
C -2.59 -2.07 2.29
C -1.38 -2.91 2.74
C -2.71 -0.89 3.28
Si -2.50 -1.46 0.41
C -3.94 -0.16 0.15
C -4.18 0.19 -1.32
C -5.29 -0.60 0.73
C -3.56 1.17 0.83
C -2.58 -3.02 -0.75
C -1.85 -2.84 -2.09
C -4.03 -3.41 -1.06
C -1.93 -4.25 -0.10
H -3.72 -3.38 3.57
H -3.92 -3.81 1.88
H -4.77 -2.43 2.54
H -1.28 -2.84 3.83
H -0.45 -2.61 2.30
H -1.50 -3.96 2.51
H -2.67 -1.29 4.29
H -3.66 -0.37 3.19
H -1.92 -0.15 3.17
H -4.34 -0.66 -1.97
H -3.36 0.78 -1.71
H -5.07 0.82 -1.38
H -5.67 -1.52 0.29
H -6.02 0.19 0.52
H -5.27 -0.72 1.81
H -2.57 1.54 0.54
H -3.59 1.13 1.91
H -4.28 1.94 0.52
H -2.41 -2.23 -2.79
H -1.72 -3.82 -2.56
H -0.85 -2.41 -1.99
H -4.57 -2.65 -1.63
H -4.61 -3.62 -0.16
H -4.04 -4.32 -1.66
H -0.86 -4.11 0.07
H -2.03 -5.09 -0.80
H -2.38 -4.56 0.83

Entry 5:
Below is a cluster of 2 separate species, C16H21FN2O4P in total, with properties calculated with the ωB97M-V functional and the def2-TZVPD basis.

Results
Charge: +1
Kohn-Sham gap, hartree: 0.2720
E_LUMO, eV: -4.90
Energy relative to the best compared isomer or geometry (same formula, charge and spin), eV: 0.000
HOMO energy, eV: -12.3056

Positions of all 45 atoms, in Å:
C -2.03 -0.47 1.80
C -2.79 0.02 0.56
C -1.95 0.25 -0.70
F -1.61 1.59 -0.78
C -0.68 -0.55 -0.85
C 0.48 0.18 -1.14
N 1.67 -0.41 -1.28
C 2.89 0.43 -1.58
O 2.57 1.55 -2.29
C 2.21 1.31 -3.65
C 1.81 -1.74 -1.17
C 0.71 -2.52 -0.87
C -0.54 -1.93 -0.73
C -1.68 -2.86 -0.44
O -1.52 -3.76 0.29
O -2.87 -2.63 -1.07
P -2.95 -2.87 -2.69
O -4.32 -2.84 -3.16
H -2.41 0.06 2.67
H -2.26 -1.52 1.99
H -0.96 -0.31 1.76
H -3.20 1.00 0.79
H -3.64 -0.60 0.31
H -2.57 0.05 -1.58
H 0.45 1.25 -1.23
H 3.34 0.71 -0.64
H 3.58 -0.21 -2.13
H 1.59 0.42 -3.76
H 3.09 1.21 -4.27
H 1.64 2.16 -3.99
H 2.79 -2.15 -1.31
H 0.84 -3.58 -0.79
H -2.27 -4.09 -2.87
H -2.12 -1.89 -3.26
N 1.07 0.96 2.51
C 1.53 0.88 3.76
C 1.62 1.97 4.62
C 1.22 3.21 4.16
C 0.74 3.32 2.86
C 0.69 2.17 2.09
H 1.84 -0.11 4.08
H 2.00 1.84 5.62
H 1.27 4.08 4.80
H 0.41 4.26 2.46
H 0.31 2.20 1.07

Entry 6:
Below is an isolated molecule of C24H27NO5P2S, with properties calculated with the ωB97M-V functional and the def2-TZVPD basis.

Results
Kohn-Sham gap, hartree: 0.2761
E_LUMO, eV: -0.45
HOMO energy, eV: -7.9659
Structure (SMILES): CCOP(=O)(CCc1ccc2c(c1)Sc1c(-c3ccccc3)ccc(P(O)O)c1N2)OCC

Positions of all 60 atoms, in Å:
C 4.03 1.30 4.33
C 3.75 2.15 2.99
O 4.86 2.09 2.03
P 4.65 0.82 0.93
O 4.54 -0.48 1.78
C 3.09 0.91 -0.12
C 2.73 2.43 -0.63
C 1.11 2.45 -0.76
C 0.21 3.61 -0.27
C -1.35 3.52 -0.40
C -2.06 2.27 -1.05
C -1.08 1.13 -1.53
C 0.46 1.21 -1.41
S -1.94 -0.36 -2.26
C -3.42 -0.50 -1.14
C -3.96 -1.88 -0.62
C -3.15 -3.17 -1.10
C -1.66 -3.25 -0.59
C -0.69 -4.39 -0.97
C -1.24 -5.52 -1.89
C -2.73 -5.47 -2.37
C -3.71 -4.31 -1.98
C -5.23 -1.97 0.30
C -5.89 -0.60 0.71
C -5.31 0.79 0.23
P -6.13 2.38 0.81
O -7.84 2.26 0.86
O -5.61 2.71 2.41
C -4.07 0.88 -0.74
N -3.52 2.16 -1.21
O 5.97 0.58 -0.14
C 5.91 -0.81 -0.58
C 6.62 -1.03 -2.02
H 3.24 1.67 5.10
H 5.06 1.52 4.79
H 3.82 0.19 4.18
H 2.78 1.78 2.50
H 3.57 3.25 3.28
H 2.22 0.59 0.57
H 3.12 0.16 -0.97
H 3.13 3.23 0.07
H 3.12 2.54 -1.71
H 0.73 4.52 0.20
H -2.01 4.39 -0.04
H 1.05 0.30 -1.80
H -1.26 -2.39 0.06
H 0.38 -4.34 -0.56
H -0.50 -6.34 -2.19
H -3.04 -6.35 -3.04
H -4.79 -4.29 -2.33
H -5.64 -2.98 0.67
H -6.81 -0.65 1.40
H -8.10 2.37 1.80
H -5.09 1.96 2.78
H -3.96 2.97 -0.75
H 4.83 -1.20 -0.69
H 6.39 -1.50 0.21
H 6.03 -1.74 -2.70
H 7.63 -1.54 -1.83
H 6.77 -0.05 -2.60

Entry 7:
Below is a cluster of 2 separate species, C9H19BI2N2O4 in total, with properties calculated with the ωB97M-V functional and the def2-TZVPD basis.

Results
Kohn-Sham gap, hartree: 0.3185
E_LUMO, eV: -0.46
HOMO energy, eV: -9.1254
Structure (SMILES): NB(O)[C@H](CNI)OCCC(=O)I.C1CCOC1

Positions of all 37 atoms, in Å:
N -4.01 4.22 -2.36
B -3.27 3.02 -2.10
O -3.94 1.81 -1.99
C -1.68 3.00 -1.87
C -1.12 2.02 -2.90
N 0.27 2.32 -3.28
I 1.32 0.59 -3.69
O -1.48 2.60 -0.52
C -0.13 2.35 -0.16
C 0.11 0.87 0.08
C -0.34 0.34 1.42
O 0.14 -0.65 1.91
I -1.89 1.35 2.53
H -3.55 5.06 -2.08
H -4.40 4.30 -3.29
H -3.75 1.22 -2.71
H -1.24 3.98 -2.06
H -1.26 1.00 -2.56
H -1.75 2.12 -3.79
H 0.29 2.90 -4.10
H 0.03 2.84 0.79
H 0.58 2.77 -0.86
H 1.14 0.58 -0.04
H -0.45 0.27 -0.63
C 1.87 -3.44 1.79
C 1.86 -4.84 2.39
C 3.11 -4.82 3.26
O 3.26 -3.47 3.71
C 2.39 -2.61 2.97
H 0.90 -3.10 1.44
H 2.58 -3.39 0.96
H 0.97 -4.98 3.00
H 1.89 -5.64 1.64
H 4.00 -5.10 2.69
H 3.04 -5.48 4.13
H 1.57 -2.30 3.62
H 2.94 -1.72 2.65

Entry 8:
Below is a cluster of 7 separate species, C20H25B2F23O10 in total, with properties calculated with the ωB97M-V functional and the def2-TZVPD basis.

Results
Charge: -2
Kohn-Sham gap, hartree: 0.3030
E_LUMO, eV: 3.72
Energy relative to the best compared isomer or geometry (same formula, charge and spin), eV: 0.000
HOMO energy, eV: -4.5227

Positions of all 80 atoms, in Å:
B -0.93 -3.10 3.50
F -0.43 -2.62 4.73
F -2.34 -3.07 3.38
F -0.49 -2.18 2.50
F -0.41 -4.34 3.11
B 0.66 -0.38 0.06
F 1.85 -0.90 0.55
F -0.18 -1.40 -0.42
F 0.00 0.38 1.02
F 1.02 0.44 -1.06
C 3.48 2.80 -1.39
C 3.29 2.27 0.00
O 4.30 2.85 0.88
C 4.22 2.55 2.18
O 3.54 1.69 2.63
C 5.01 3.49 3.10
F 5.09 4.73 2.64
F 4.40 3.52 4.30
F 6.23 2.98 3.33
H 2.99 2.17 -2.14
H 4.52 2.92 -1.67
H 3.03 3.79 -1.53
H 3.50 1.21 0.13
H 2.27 2.42 0.34
C 2.52 -4.55 -6.41
C 2.61 -4.00 -4.98
O 2.74 -2.60 -4.97
C 2.47 -1.95 -3.85
O 2.20 -2.46 -2.81
C 2.57 -0.42 -3.95
F 1.49 0.13 -3.43
F 3.65 -0.01 -3.29
F 2.62 -0.01 -5.23
H 1.44 -4.61 -6.62
H 2.81 -5.59 -6.50
H 2.96 -3.91 -7.18
H 3.53 -4.42 -4.55
H 1.74 -4.41 -4.47
C -4.08 0.39 0.11
C -2.96 0.06 1.11
O -3.65 -0.26 2.34
C -3.05 -0.07 3.50
O -1.91 0.29 3.63
C -3.88 -0.51 4.72
F -5.13 -0.83 4.37
F -3.34 -1.47 5.42
F -3.95 0.57 5.54
H -4.80 -0.43 0.06
H -3.69 0.60 -0.89
H -4.70 1.23 0.42
H -2.53 1.03 1.33
H -2.34 -0.78 0.82
C -1.04 -3.20 -4.15
C -1.25 -2.22 -3.01
O -2.53 -2.49 -2.42
C -2.52 -3.24 -1.31
O -1.55 -3.62 -0.77
C -3.97 -3.44 -0.80
F -4.35 -4.69 -1.14
F -4.03 -3.36 0.51
F -4.84 -2.61 -1.36
H -1.89 -3.04 -4.81
H -1.05 -4.20 -3.70
H -0.06 -3.13 -4.63
H -1.23 -1.18 -3.35
H -0.45 -2.31 -2.27
C -2.42 4.18 1.23
C -1.33 3.48 2.02
O -0.72 4.38 2.93
C 0.29 4.01 3.69
O 0.70 2.90 3.82
C 1.00 5.20 4.39
F 0.16 6.18 4.73
F 1.61 4.76 5.47
F 1.89 5.70 3.52
H -3.11 4.68 1.91
H -2.94 3.41 0.65
H -2.05 4.93 0.52
H -0.63 3.05 1.29
H -1.69 2.64 2.62

no.,calculated total energy (eV),maximum force (eV Å⁻¹)
1,-82068.17319,11.5
2,-20104.92478,5.9
3,-56540.18667,2.5
4,-99360.89069,1.1
5,-40102.59642,1.5
6,-66455.13266,5.5
7,-37688.94315,2.0
8,-105491.25079,2.6